*a*
# C2H4N2S3

A single C2H4N2S3 molecule (ωB97M-V with the def2-TZVPD basis set, the Open Molecules 2025 dataset).

Each line ends with the Mulliken charge.
Element x y z (Å)
1 S 2.64 0.39 0.24  -0.250
2 C 1.01 -0.25 0.13  -0.012
3 C 0.52 -1.35 0.66  -0.254
4 S -1.18 -1.48 0.30  0.006
5 N -1.31 0.09 -0.47  -0.190
6 S -2.49 1.31 0.47  -0.198
7 N 0.00 0.56 -0.45  -0.220
8 H 3.06 0.26 -1.00  0.147
9 H 1.10 -2.08 1.08  0.478
10 H -3.49 0.94 -0.47  0.175
11 H 0.15 1.61 -0.49  0.316

**HOMO level**: -7.19 eV
**Spin multiplicity**: 1
**Net charge**: 0
**SMILES**: SC1=CSN(S)N1

=====

*b*
# C2H4N2S3

A single C2H4N2S3 molecule (ωB97M-V with the def2-TZVPD basis set, the Open Molecules 2025 dataset).

Each line ends with the Mulliken charge.
Element x y z (Å)
1 S 3.31 0.46 -0.01  -0.275
2 C 1.92 -0.37 -0.29  -0.035
3 N 0.95 -0.71 0.61  -0.272
4 S -0.45 -1.64 0.24  0.040
5 C -1.74 -0.56 -0.27  0.043
6 N -1.97 0.68 -0.27  -0.354
7 S -0.72 1.73 0.30  -0.087
8 H 1.67 -0.75 -1.33  0.257
9 H 1.09 -0.43 1.57  0.269
10 H -2.60 -1.23 -0.57  0.273
11 H -1.45 2.83 0.03  0.141

**HOMO level**: -8.92 eV
**Spin multiplicity**: 1
**Net charge**: 0
**SMILES**: S=CNS/C=N\S

=====

Relative stability in kcal/mol, measured from the most stable structure: *a* 42.3; *b* 0.0

=====

*a*
# C2H4N2S3

A single C2H4N2S3 molecule (ωB97M-V with the def2-TZVPD basis set, the Open Molecules 2025 dataset).

Each line ends with the Mulliken charge.
Element x y z (Å)
1 S 1.28 0.66 -1.29  -0.210
2 C 0.08 -0.34 -0.18  0.245
3 S 0.86 -1.75 0.62  -0.172
4 C -0.59 0.81 0.83  -0.673
5 S -2.26 0.91 0.19  -0.004
6 N -1.97 -0.19 -1.12  -0.189
7 N -0.87 -0.70 -1.13  -0.114
8 H 2.31 -0.18 -1.61  0.158
9 H 2.08 -1.14 0.89  0.163
10 H -0.88 0.25 1.72  0.314
11 H -0.04 1.67 1.08  0.482

**HOMO level**: -9.23 eV
**Spin multiplicity**: 1
**Net charge**: 0
**SMILES**: SC1(S)CSN=N1

=====

*b*
# C2H4N2S3

A molecular structure, C2H4N2S3 (ωB97M-V with the def2-TZVPD basis set, the Open Molecules 2025 dataset).

Each line ends with the Mulliken charge.
Element x y z (Å)
1 C 0.26 0.71 -0.52  0.328
2 C 0.43 -1.59 2.63  -0.219
3 H -0.36 -2.38 -0.63  0.180
4 H 0.18 0.07 -2.26  0.259
5 H 0.47 -2.75 2.88  0.211
6 H 0.35 -0.89 3.41  0.235
7 N -0.16 -0.22 -1.41  -0.344
8 N 0.57 -1.15 1.45  -0.295
9 S -1.29 -1.62 -1.33  -0.075
10 S 0.51 2.38 -0.89  -0.305
11 S 0.31 0.54 1.21  0.027

**HOMO level**: -8.43 eV
**Spin multiplicity**: 1
**Net charge**: 0

=====

Relative stability in kcal/mol, measured from the most stable structure: *a* 1.7; *b* 0.0

=====

*a*
# C3H8NO

2 unconnected molecules or ions with the total composition C3H8NO (ωB97M-V with the def2-TZVPD basis set, the Open Molecules 2025 dataset).

Each line ends with the Mulliken charge.
Element x y z (Å)
1 C -1.05 0.50 1.96  -0.475
2 O -1.45 -0.39 1.01  -0.294
3 H -0.20 1.08 1.58  0.246
4 H -0.51 -0.09 2.75  0.255
5 H -1.79 1.07 2.52  0.264
6 C 1.33 -1.10 -0.75  -0.610
7 C 0.20 0.92 -1.26  -0.016
8 N 1.13 0.11 -1.52  -0.418
9 H 1.85 -1.85 -1.35  0.284
10 H 1.95 -0.98 0.16  0.232
11 H 0.36 -1.54 -0.48  0.254
12 H -0.22 1.48 -2.08  0.264
13 H -0.42 0.94 -0.37  0.014

**Expectation value of S²**: 0.754
**HOMO level (alpha / beta)**: -9.11 / -9.09 eV
**Spin multiplicity**: 2
**Net charge**: 0

=====

*b*
# C3H8NO

2 unconnected molecules or ions with the total composition C3H8NO (ωB97M-V with the def2-TZVPD basis set, the Open Molecules 2025 dataset).

Each line ends with the Mulliken charge.
Element x y z (Å)
1 C 0.52 -1.88 -1.30  -0.630
2 N 1.42 -1.45 -0.36  -0.305
3 H -0.36 -2.44 -1.01  0.266
4 H 0.65 -1.75 -2.35  0.306
5 H 2.29 -0.98 -0.54  0.171
6 H 1.17 -1.48 0.61  0.186
7 C -1.70 0.94 0.70  -0.703
8 C -0.66 1.74 0.61  0.130
9 O 0.60 1.26 0.84  -0.449
10 H -2.69 1.35 0.53  0.230
11 H -1.69 -0.09 1.01  0.217
12 H -0.74 2.77 0.31  0.263
13 H 1.20 2.01 0.96  0.319

**Expectation value of S²**: 0.753
**HOMO level (alpha / beta)**: -5.71 / -9.11 eV
**Spin multiplicity**: 2
**Net charge**: 0

=====

Relative stability in kcal/mol, measured from the most stable structure: *a* 26.2; *b* 0.0

=====

*a*
# CH2N3O3

A gas-phase ion, CH2N3O3 (charge -1) (ωB97M-V with the def2-TZVPD basis set, the Open Molecules 2025 dataset).

Each line ends with the Mulliken charge.
Element x y z (Å)
1 N 0.27 -0.37 -0.27  -0.387
2 N -1.11 -0.72 -0.32  -0.437
3 N -2.02 0.19 -0.34  0.877
4 O -1.64 1.37 -0.36  -0.755
5 C -3.50 -0.13 0.10  0.508
6 O -3.74 0.72 0.90  -0.570
7 O -4.05 -1.10 -0.43  -0.667
8 H 0.89 -1.21 -0.35  0.227
9 H 0.48 0.47 -0.71  0.204

**HOMO level**: -4.28 eV
**Spin multiplicity**: 1
**Net charge**: -1
**SMILES**: N/N=[N+](\[O-])C(=O)[O-]

=====

*b*
# CH2N3O3

A molecular structure, CH2N3O3 (ωB97M-V with the def2-TZVPD basis set, the Open Molecules 2025 dataset).

Each line ends with the Mulliken charge.
Element x y z (Å)
1 C -0.42 -0.09 1.32  0.689
2 N 0.97 1.06 -0.49  -0.115
3 N 1.20 0.05 -1.11  -0.136
4 N -0.76 0.78 0.15  -0.185
5 O -1.02 -1.14 1.36  -0.730
6 O -1.18 -0.08 -0.94  -0.398
7 O 0.48 0.44 1.96  -0.652
8 H -1.29 -0.92 -0.52  0.316
9 H 2.01 -0.10 -1.74  0.211

**HOMO level**: -4.12 eV
**Spin multiplicity**: 1
**Net charge**: -1

=====

*c*
# CH2N3O3

A molecular structure, CH2N3O3 (ωB97M-V with the def2-TZVPD basis set, the Open Molecules 2025 dataset).

Each line ends with the Mulliken charge.
Element x y z (Å)
1 C -2.41 -0.24 0.02  0.207
2 N 0.26 0.86 0.34  -0.108
3 N -3.54 0.12 0.31  0.185
4 N -1.14 -0.32 -0.07  -0.175
5 O -0.44 -1.44 0.17  -0.507
6 O 1.15 0.01 0.70  -0.518
7 O -4.71 0.34 -0.01  -0.686
8 H 0.46 -1.07 0.65  0.397
9 H 0.38 1.09 -0.60  0.205

**HOMO level**: -3.06 eV
**Spin multiplicity**: 1
**Net charge**: -1

=====

Relative stability in kcal/mol, measured from the most stable structure: *a* 0.0; *b* 30.8; *c* 127.8

=====

*a*
# C4H16N4

2 unconnected molecules or ions with the total composition C4H16N4 (ωB97M-V with the def2-TZVPD basis set, the Open Molecules 2025 dataset).

Each line ends with the Mulliken charge.
Element x y z (Å)
1 C -1.63 -1.53 0.72  -1.174
2 C -0.48 0.19 1.91  0.546
3 N -1.29 -0.12 0.88  -0.140
4 N 0.27 -0.75 2.60  -0.429
5 N -0.29 1.52 2.14  -0.404
6 H -1.90 0.71 0.51  0.355
7 H 0.16 -1.77 2.59  0.250
8 H 0.57 -0.49 3.53  0.255
9 H -0.81 2.38 2.02  0.224
10 H 0.63 1.62 2.69  0.256
11 H -0.76 -2.12 0.46  0.421
12 H -2.36 -1.42 -0.02  0.360
13 H -2.12 -2.10 1.46  0.409
14 C 0.38 0.22 -1.77  -0.163
15 C 1.26 1.23 -0.98  -0.639
16 N 0.92 -0.39 -3.05  -0.407
17 H 0.38 -0.59 -0.99  0.132
18 H -0.60 0.58 -2.13  0.258
19 H 1.07 2.28 -1.13  0.324
20 H 2.32 0.95 -1.15  0.346
21 H 2.00 -0.38 -2.95  0.416
22 H 0.58 -1.35 -3.53  0.391
23 H 0.70 0.26 -3.84  0.402
24 H 1.01 1.06 0.01  0.013

**HOMO level**: -18.06 eV
**Spin multiplicity**: 1
**Net charge**: +2

=====

*b*
# C4H16N4

A gas-phase ion, C4H16N4 (charge +2) (ωB97M-V with the def2-TZVPD basis set, the Open Molecules 2025 dataset).

Each line ends with the Mulliken charge.
Element x y z (Å)
1 C 1.00 -1.90 0.32  -0.986
2 N 0.89 -0.50 -0.33  0.116
3 N 2.14 0.09 -0.60  -0.319
4 C -0.13 0.38 0.24  0.525
5 C 0.27 1.05 1.50  -1.422
6 C -0.58 1.47 -0.98  -1.541
7 N -1.46 -0.30 0.56  -0.339
8 N -2.38 -0.60 -0.53  -0.203
9 H -0.08 -2.23 0.45  0.347
10 H 1.44 -2.52 -0.48  0.386
11 H 1.57 -2.11 1.20  0.405
12 H 2.05 1.09 -0.56  0.338
13 H 2.61 -0.16 -1.48  0.363
14 H 2.97 -0.09 0.00  0.404
15 H 0.72 0.22 2.12  0.443
16 H 0.90 1.86 1.36  0.373
17 H -0.60 1.33 2.22  0.407
18 H -0.46 0.77 -1.80  0.576
19 H 0.21 2.18 -1.19  0.355
20 H -1.46 2.04 -0.93  0.412
21 H -1.94 0.18 1.21  0.267
22 H -2.90 0.18 -0.81  0.334
23 H -1.81 -1.03 -1.30  0.379
24 H -2.96 -1.39 -0.21  0.381

**HOMO level**: -18.27 eV
**Spin multiplicity**: 1
**Net charge**: +2
**SMILES**: CN([NH3+])C(C)(C)N[NH3+]

=====

Relative stability in kcal/mol, measured from the most stable structure: *a* 0.0; *b* 89.3

=====

*a*
# C3H10N2OS

2 unconnected molecules or ions with the total composition C3H10N2OS (ωB97M-V with the def2-TZVPD basis set, the Open Molecules 2025 dataset).

Each line ends with the Mulliken charge.
Element x y z (Å)
1 C 1.08 -0.42 -1.07  -0.982
2 C 1.43 -0.01 0.33  0.906
3 C 2.90 -0.10 0.68  -1.181
4 N 0.50 0.33 1.10  -0.641
5 H 0.00 -0.42 -1.21  0.148
6 H 1.47 -1.41 -1.28  0.310
7 H 1.53 0.28 -1.78  0.300
8 H 3.03 -0.72 1.56  0.346
9 H 3.47 -0.52 -0.15  0.307
10 H 3.29 0.89 0.90  0.323
11 H 0.78 0.60 2.04  0.197
12 N -3.88 0.91 -0.20  -0.461
13 S -3.26 -0.45 -0.98  0.041
14 O -2.33 -1.09 0.23  -0.459
15 H -3.60 1.79 -0.60  0.251
16 H -4.87 0.89 0.02  0.243
17 H -1.54 -0.56 0.41  0.352

**HOMO level**: -8.38 eV
**Spin multiplicity**: 1
**Net charge**: 0
**SMILES**: CC(C)=N.NSO

=====

*b*
# C3H10N2OS

2 unconnected molecules or ions with the total composition C3H10N2OS (ωB97M-V with the def2-TZVPD basis set, the Open Molecules 2025 dataset).

Each line ends with the Mulliken charge.
Element x y z (Å)
1 C 1.12 -0.08 1.12  -0.881
2 C 0.94 0.63 -0.19  0.578
3 C 1.20 -0.24 -1.46  -1.327
4 O 0.78 1.86 -0.10  -0.676
5 H 0.63 0.50 1.89  0.283
6 H 2.14 -0.19 1.47  0.399
7 H 0.78 -1.20 1.14  0.249
8 H 0.96 0.43 -2.19  0.398
9 H 2.27 -0.33 -1.48  0.409
10 H 0.66 -1.13 -1.53  0.432
11 N -1.59 -1.39 0.18  -0.384
12 S -1.66 0.08 -0.65  0.055
13 N -1.85 1.18 0.61  -0.475
14 H -0.61 -1.64 0.15  0.138
15 H -2.06 -2.19 -0.09  0.251
16 H -1.10 1.91 0.68  0.279
17 H -2.62 1.81 0.45  0.271

**HOMO level**: -8.88 eV
**Spin multiplicity**: 1
**Net charge**: 0
**SMILES**: CC(C)=O.NSN

=====

Relative stability in kcal/mol, measured from the most stable structure: *a* 0.0; *b* 21.8

=====

*a*
# C5H19NO6

5 unconnected molecules or ions with the total composition C5H19NO6 (ωB97M-V with the def2-TZVPD basis set, the Open Molecules 2025 dataset).

Each line ends with the Mulliken charge.
Element x y z (Å)
1 C 1.06 -0.53 -3.06  -0.895
2 N 0.78 0.38 -1.96  -0.058
3 C -0.33 0.54 -1.14  0.423
4 O -0.15 1.36 -0.25  -0.699
5 C -1.46 -0.33 -1.56  -0.739
6 C -1.29 -1.79 -1.06  -0.491
7 C -1.19 -2.04 0.43  -0.081
8 O -0.63 -3.30 0.78  -0.579
9 H 0.74 -1.55 -2.84  0.285
10 H 0.52 -0.23 -3.97  0.270
11 H 2.13 -0.60 -3.24  0.346
12 H 1.61 0.80 -1.57  0.308
13 H -2.47 -0.13 -1.23  0.381
14 H -1.55 -0.34 -2.65  0.386
15 H -0.45 -2.33 -1.51  0.117
16 H -2.15 -2.36 -1.40  0.369
17 H -2.02 -1.61 1.00  0.316
18 H -0.38 -1.39 0.79  -0.044
19 H -0.39 -3.27 1.71  0.350
20 O 1.45 3.47 -0.58  -0.639
21 H 1.87 2.85 0.02  0.293
22 H 0.55 3.13 -0.65  0.377
23 O 0.05 1.49 2.59  -0.580
24 H -0.11 2.44 2.64  0.269
25 H 0.74 1.22 1.96  0.373
26 O 2.33 0.80 1.24  -0.568
27 H 3.20 0.77 1.64  0.251
28 H 2.17 -0.12 1.00  0.288
29 O -1.38 -0.56 3.06  -0.619
30 H -1.84 0.17 2.62  0.312
31 H -1.03 -0.08 3.81  0.278

**HOMO level**: -9.72 eV
**Spin multiplicity**: 1
**Net charge**: 0
**SMILES**: CNC(=O)CCCO.O.O.O.O

=====

*b*
# C5H19NO6

5 unconnected molecules or ions with the total composition C5H19NO6 (ωB97M-V with the def2-TZVPD basis set, the Open Molecules 2025 dataset).

Each line ends with the Mulliken charge.
Element x y z (Å)
1 C 0.80 2.18 -2.36  -1.042
2 N 0.98 1.67 -0.98  -0.360
3 C 2.18 0.81 -0.82  0.517
4 C 2.23 0.69 0.70  -0.345
5 O 1.96 -0.33 1.27  -0.438
6 C 2.05 -0.53 -1.54  -1.223
7 C 0.65 -1.19 -1.51  -0.419
8 O 0.47 -2.22 -0.55  -0.569
9 H 1.41 3.08 -2.51  0.371
10 H 1.01 1.46 -3.16  0.328
11 H -0.28 2.25 -2.46  0.350
12 H 0.94 2.46 -0.36  0.230
13 H 2.96 1.36 -1.42  0.327
14 H 2.71 1.58 1.16  0.375
15 H 2.43 -0.32 -2.54  0.462
16 H 2.67 -1.28 -1.02  0.452
17 H 0.44 -1.56 -2.52  0.316
18 H -0.09 -0.42 -1.26  0.258
19 H 0.92 -1.94 0.25  0.398
20 O -1.13 0.16 2.66  -0.548
21 H -1.32 -0.68 2.24  0.296
22 H -0.34 0.60 2.45  0.256
23 O -3.73 -0.84 0.67  -0.617
24 H -3.98 -0.97 -0.26  0.314
25 H -2.80 -1.01 0.67  0.317
26 O -3.52 1.54 2.29  -0.639
27 H -2.91 1.22 2.98  0.306
28 H -3.99 0.81 1.88  0.325
29 O -0.81 -2.52 2.11  -0.599
30 H -1.48 -3.05 2.55  0.279
31 H -0.42 -3.01 1.39  0.324

**HOMO level**: -9.37 eV
**Spin multiplicity**: 1
**Net charge**: 0
**SMILES**: CN[C@@H](C=O)CCO.O.O.O.O

=====

Relative stability in kcal/mol, measured from the most stable structure: *a* 0.0; *b* 22.6